No. 1
DFT (ωB97M-V/def2-TZVPD) results for C10H12N2O in the gas phase at a distorted geometry.

Structure (XYZ):
```
25
Properties=species:S:1:pos:R:3
C 0.703 -2.740 0.302
C 1.115 -1.387 0.075
C 2.427 -1.007 -0.090
C 2.820 0.299 -0.298
C 1.790 1.305 -0.473
C 0.534 0.907 -0.239
C 0.186 -0.383 -0.035
N -1.262 -0.513 0.030
N -1.728 -1.675 -0.516
O -2.908 -1.717 -0.844
C -1.941 0.518 0.648
C -1.865 1.781 -0.105
C -0.442 2.098 -0.211
H 0.726 -3.177 -0.721
H 1.503 -3.023 1.106
H -0.473 -2.860 0.615
H 3.029 -1.842 -0.117
H 3.784 0.620 -0.806
H 1.903 2.429 -0.658
H -1.543 0.756 1.775
H -2.970 0.231 0.794
H -2.343 1.429 -1.012
H -2.330 2.470 0.527
H -0.425 2.421 1.007
H -0.290 3.059 -0.755
```

## Properties
HOMO level in Eh: -0.3205
Relative energy (zero: lowest compared OMol25 entry of this formula, charge and spin) in kJ/mol: 582.0
Structure (SMILES): Cc1cccc2c1N(N=O)CCC2
Net charge: 0
Energy in a.u.: -572.81456

Atomic partial charges in e from the Löwdin method, atoms 1 to 4: -0.06, -0.29, -0.06, -0.04

=====

No. 2
DFT (ωB97M-V/def2-TZVPD) results for 2 unconnected molecules or ions with the total composition C10H12N2O at a distorted geometry.

Structure (XYZ):
```
25
Properties=species:S:1:pos:R:3
C 0.641 0.967 -2.620
C 0.296 0.417 -1.579
C -0.208 -0.279 -0.535
N 0.005 -1.501 -0.222
O 0.872 -2.253 -1.047
C -1.214 0.387 0.432
C -2.023 1.409 -0.321
C -2.269 -0.676 0.886
H 1.174 1.451 -3.395
H 0.698 -2.083 -1.972
H -0.744 0.721 1.255
H -2.150 0.982 -1.302
H -2.969 1.566 0.047
H -1.594 2.292 -0.251
H -2.707 -0.577 1.899
H -1.896 -1.652 0.990
H -3.014 -0.768 0.167
N 1.158 2.690 0.610
C 1.616 1.645 0.636
C 2.164 0.350 0.680
C 2.739 -0.757 0.245
C 2.202 -0.864 1.577
H 3.230 -1.241 -0.586
H 1.215 -1.449 1.880
H 2.777 -0.778 2.525
```

## Properties
HOMO level in Eh: -0.3501
Relative energy (zero: lowest compared OMol25 entry of this formula, charge and spin) in kJ/mol: 904.2
Structure (SMILES): C#C/C(=N\O)C(C)C.N#CC1=CC1
Net charge: 0
Energy in a.u.: -572.69186

Atomic partial charges in e from the Löwdin method, atoms 1 to 4: 0.21, -0.11, -0.35, 0.06

=====

No. 3
DFT (ωB97M-V/def2-TZVPD) results for a molecular structure, C10H12N3O4PPd at a distorted geometry.

Structure (XYZ):
```
31
Properties=species:S:1:pos:R:3
O -0.568 0.234 -4.488
C -0.087 -0.289 -3.591
Pd 0.939 -1.472 -2.315
O 3.807 -0.794 -3.482
C 2.750 -1.091 -3.140
C -0.007 -3.189 -2.786
O -0.638 -4.145 -2.913
C 1.784 -2.234 -0.649
O 2.354 -2.838 0.147
C -1.923 0.711 1.918
N -0.935 -0.413 1.976
C 0.398 0.108 2.395
N 0.868 1.261 1.573
C -0.195 2.318 1.530
N -1.496 1.817 1.035
C -1.430 1.404 -0.379
P -0.196 0.026 -0.613
C -0.879 -1.104 0.694
C 1.240 0.860 0.222
H -2.037 1.118 2.940
H -2.866 0.298 1.545
H 1.139 -0.704 2.327
H 0.314 0.450 3.439
H 0.161 3.113 0.865
H -0.346 2.691 2.559
H -2.414 1.051 -0.715
H -1.132 2.254 -1.008
H -0.279 -2.020 0.739
H -1.897 -1.359 0.355
H 1.463 1.751 -0.388
H 2.106 0.187 0.207
```

## Properties
HOMO level (spin up / spin down) in Eh: -0.5619 / -0.5999
Relative energy (zero: lowest compared OMol25 entry of this formula, charge and spin) in kJ/mol: 30.6
Spin multiplicity: 3
Net charge: +2
Energy in a.u.: -1322.02414

Atomic partial charges in e from the Löwdin method, atoms 1 to 4: 0.19, -0.16, 0.43, 0.19

=====

No. 4
DFT (ωB97M-V/def2-TZVPD) results for a gas-phase ion, C10H12N4 (charge +2) at a distorted geometry.

Structure (XYZ):
```
26
Properties=species:S:1:pos:R:3
N 2.839 -1.632 1.643
C 1.873 -1.405 0.816
N 2.068 -1.836 -0.496
C 1.018 -1.951 -1.296
N -0.165 -1.610 -0.900
C -0.384 -0.785 0.263
C -0.972 0.814 -0.170
C -2.368 0.956 -0.547
C -2.653 2.242 -1.066
C -1.792 3.319 -0.980
C -0.445 3.097 -0.608
C -0.049 1.848 -0.169
C -0.539 -1.266 1.664
N 0.764 -0.796 1.168
H 2.755 -1.094 2.583
H 3.769 -2.003 1.451
H 3.062 -1.985 -0.741
H 1.139 -2.595 -2.155
H -1.030 -1.695 -1.449
H -3.091 0.195 -0.503
H -3.676 2.453 -1.349
H -1.918 4.257 -1.373
H 0.212 3.988 -0.623
H 0.992 1.710 0.030
H -1.084 -0.512 2.396
H -0.667 -2.300 2.142
```

## Properties
HOMO level in Eh: -0.5746
Relative energy (zero: lowest compared OMol25 entry of this formula, charge and spin) in kJ/mol: 0.0
Structure (SMILES): [NH2+]=C1[NH+]=CN[C@@]2(c3ccccc3)CN12
Net charge: +2
Energy in a.u.: -606.57287

Atomic partial charges in e from the Löwdin method, atoms 1 to 4: 0.28, -0.32, 0.21, 0.02

=====

No. 5
DFT (ωB97M-V/def2-TZVPD) results for 2 unconnected molecules or ions with the total composition C10H12N4O at a distorted geometry.

Structure (XYZ):
```
27
Properties=species:S:1:pos:R:3
C 13.302 -2.000 -0.200
C 11.611 1.650 0.688
C 10.958 0.823 -0.315
C 12.692 1.195 1.495
C 11.490 -0.401 -0.661
C 13.190 -0.018 1.177
C 12.612 -0.870 0.121
C -12.900 -1.440 0.948
C -13.553 0.010 0.927
C -11.931 -0.306 -0.755
N 13.893 -3.096 -0.647
N -11.716 -1.257 0.296
N -13.139 0.473 -0.333
N -13.746 1.385 -0.834
O -13.184 -2.387 1.583
H 11.155 2.559 0.856
H 10.108 1.149 -0.819
H 13.398 1.790 2.092
H 11.019 -0.917 -1.514
H 13.920 -0.366 1.847
H -14.575 0.207 1.013
H -12.920 0.434 1.722
H -10.973 0.316 -1.029
H -12.153 -0.935 -1.700
H -10.839 -1.552 0.736
H 14.622 -3.214 -1.334
H -13.434 1.712 -1.714
```

## Properties
HOMO level in Eh: -0.5623
Relative energy (zero: lowest compared OMol25 entry of this formula, charge and spin) in kJ/mol: 45.7
Net charge: +2
Energy in a.u.: -681.77704

Atomic partial charges in e from the Löwdin method, atoms 1 to 4: 0.11, 0.07, 0.00, -0.02

=====

No. 6
DFT (ωB97M-V/def2-TZVPD) results for C10H12N4O2S2 in the gas phase at a distorted geometry.

Structure (XYZ):
```
30
Properties=species:S:1:pos:R:3
C 0.137 -2.525 -3.463
C 1.222 -2.160 -2.457
C 0.730 -1.705 -1.109
C -0.588 -1.332 -0.873
C -0.988 -0.907 0.383
C -0.064 -0.854 1.405
S -0.541 -0.241 3.009
O -1.951 -0.017 3.047
O 0.087 -0.994 4.047
N 0.220 1.274 3.055
C -0.039 2.200 2.090
N 0.794 3.070 1.651
N 0.286 3.885 0.720
C -0.943 3.641 0.434
N -1.691 4.371 -0.424
S -1.635 2.278 1.349
C 1.253 -1.221 1.200
C 1.642 -1.647 -0.055
H -0.530 -3.279 -3.051
H 0.594 -2.928 -4.363
H -0.448 -1.654 -3.746
H 1.875 -3.023 -2.307
H 1.844 -1.362 -2.876
H -1.316 -1.371 -1.667
H -2.008 -0.620 0.587
H 1.153 1.298 3.436
H -2.528 3.952 -0.792
H -1.182 4.995 -1.029
H 1.946 -1.183 2.025
H 2.668 -1.939 -0.226
```

## Properties
HOMO level in Eh: -0.3092
Structure (SMILES): CCc1ccc(S(=O)(=O)Nc2nnc(N)s2)cc1
Net charge: 0
Energy in a.u.: -1554.12298

Atomic partial charges in e from the Löwdin method, atoms 1 to 4: -0.11, -0.21, -0.21, -0.01